Record 1
DFT (ωB97M-V/def2-TZVPD) results for a structure of composition C2H6SSi.

As for the energy relative to the best compared isomer or geometry (same formula, charge and spin): 2.357 eV. The calculation puts the electronic energy at -20882.2877 eV.

```
10
Properties=species:S:1:pos:R:3:forces:R:3:lowdin_charge:R:1
C 0.502 -0.916 -1.869 0.027 -0.078 -0.557 -0.151
C 0.583 -0.938 -0.562 -2.291 2.628 2.037 -0.196
Si -0.767 0.637 0.716 2.944 -2.386 -1.092 0.396
S 0.688 1.214 2.196 0.160 -0.152 -0.314 0.315
H 1.087 -1.577 -2.498 0.104 -0.104 0.028 0.044
H -0.153 -0.242 -2.401 -0.090 0.110 -0.044 0.032
H 1.215 -1.577 0.025 0.162 -0.185 0.168 0.011
H -1.851 -0.066 1.380 -0.442 -0.078 -0.012 -0.111
H -1.141 1.784 -0.092 -0.290 0.139 -0.374 -0.107
H -0.164 1.680 3.105 -0.284 0.107 0.161 -0.232
```
Forces are in eV/Å.


Record 2
DFT (ωB97M-V/def2-TZVPD) results for a cluster of 8 separate species, C68H114N10O6 in total.

The calculation puts the electronic energy at -99440.0332 eV. As for the charge: +8.

```
198
Properties=species:S:1:pos:R:3:forces:R:3:lowdin_charge:R:1
C -18.640 -22.360 1.689 -0.161 0.494 1.360 -0.014
C -18.921 -21.101 2.600 -0.162 1.093 -0.538 -0.373
C -20.368 -20.503 2.315 -0.691 -0.764 0.744 -0.097
C -21.539 -21.325 2.948 2.196 -1.105 0.069 -0.175
C -21.249 -21.524 4.445 -0.096 0.880 -0.310 -0.123
C -19.925 -22.233 4.898 -1.053 0.847 0.324 -0.409
N -18.795 -21.545 4.089 8.509 -2.569 0.288 0.169
O -17.440 -21.685 4.468 -9.472 0.970 -1.788 0.198
C -20.062 -23.753 4.631 0.247 -0.588 -1.106 0.017
C -19.687 -21.914 6.374 -0.235 0.562 -0.376 0.011
C -17.815 -20.060 2.273 -0.516 -0.169 0.631 0.000
H -18.506 -22.040 0.656 -0.754 0.204 0.081 0.064
H -19.457 -23.054 1.886 0.273 -0.292 -0.710 0.065
H -17.666 -22.794 1.917 -0.128 -0.105 0.546 0.096
H -20.510 -20.457 1.235 0.244 0.017 -0.126 0.102
H -20.571 -19.501 2.694 0.975 0.254 0.056 0.119
H -21.484 -22.308 2.481 -0.623 -0.289 -0.282 0.090
H -22.518 -20.865 2.817 0.290 0.100 -0.056 0.100
H -22.091 -22.044 4.903 0.237 -0.058 0.237 0.136
H -21.255 -20.503 4.825 0.085 -0.020 0.535 0.131
H -21.097 -24.091 4.675 -0.317 0.715 0.384 0.100
H -19.562 -24.477 5.276 0.627 0.662 0.169 0.114
H -19.826 -23.998 3.596 0.423 -0.051 0.027 0.059
H -20.534 -22.307 6.936 0.360 -0.596 0.134 0.121
H -19.817 -20.842 6.521 0.487 0.133 0.002 0.104
H -18.698 -22.243 6.692 -0.332 -0.137 0.307 0.109
H -17.773 -19.872 1.200 -0.344 -0.022 0.010 0.097
H -16.825 -20.413 2.562 -0.159 0.100 0.134 0.095
H -18.073 -19.135 2.789 0.372 0.092 -0.045 0.106
C -17.853 -23.250 -2.011 0.725 0.156 -0.034 -0.018
C -17.184 -24.561 -1.618 0.051 -1.376 1.011 -0.437
C -17.378 -25.673 -2.651 0.995 0.588 -1.820 -0.119
C -16.443 -25.512 -3.901 -0.747 -0.825 0.872 -0.162
C -14.972 -25.492 -3.505 -1.491 0.058 -0.076 -0.107
C -14.659 -24.313 -2.556 1.227 -0.197 -0.483 -0.413
N -15.674 -24.290 -1.383 3.472 4.227 5.440 0.172
O -15.210 -23.706 -0.179 -3.671 -4.218 -7.996 0.178
C -14.724 -22.940 -3.296 -0.817 0.456 -0.178 0.019
C -13.207 -24.455 -2.088 -0.357 -0.791 1.048 0.002
C -17.774 -25.093 -0.305 1.756 0.865 0.932 -0.007
H -17.575 -22.450 -1.324 -0.294 -0.149 0.285 0.091
H -18.913 -23.497 -1.961 0.013 0.454 -0.131 0.077
H -17.540 -22.856 -2.978 -0.352 -0.389 -0.183 0.082
H -18.391 -25.617 -3.051 -0.282 0.393 0.293 0.087
H -17.332 -26.690 -2.262 0.557 0.168 0.429 0.136
H -16.739 -24.643 -4.488 0.022 0.022 -0.080 0.104
H -16.638 -26.427 -4.462 0.161 0.189 -0.498 0.120
H -14.375 -25.443 -4.416 0.303 0.356 0.256 0.152
H -14.784 -26.477 -3.077 0.446 0.195 0.444 0.143
H -15.691 -22.711 -3.743 -0.038 -0.196 -0.021 0.061
H -14.009 -22.978 -4.118 0.085 -0.288 0.115 0.122
H -14.455 -22.070 -2.698 0.129 -0.326 0.391 0.112
H -12.470 -24.479 -2.891 -0.434 0.625 -0.376 0.126
H -13.112 -25.476 -1.719 0.114 0.084 0.697 0.107
H -12.952 -23.709 -1.335 0.208 -0.210 -0.115 0.103
H -18.754 -25.564 -0.388 0.086 0.340 -0.160 0.096
H -17.688 -24.280 0.416 -0.864 -0.054 0.073 0.048
H -17.061 -25.789 0.135 -0.217 -0.567 -0.244 0.114
C -21.429 -17.072 0.927 0.027 -0.078 1.004 -0.032
C -22.108 -16.345 -0.187 0.493 1.120 -0.811 -0.406
C -21.277 -16.347 -1.488 0.141 0.008 -1.660 -0.106
C -21.971 -15.830 -2.793 -0.998 -0.061 1.862 -0.138
C -23.248 -16.654 -2.945 0.198 -1.155 -0.836 -0.119
C -24.279 -16.799 -1.727 2.798 -0.805 -1.808 -0.467
N -23.460 -17.016 -0.476 -5.105 -1.082 6.171 0.147
O -24.231 -17.501 0.552 5.586 2.650 -6.144 0.141
C -25.194 -17.974 -1.957 -0.390 -0.773 -0.341 -0.034
C -25.046 -15.568 -1.583 -1.817 2.207 0.668 -0.002
C -22.388 -14.845 0.281 -1.008 -0.164 -0.061 0.048
H -22.024 -16.906 1.825 -0.082 -0.584 0.130 0.100
H -20.478 -16.609 1.192 0.062 0.196 -0.497 0.117
H -21.243 -18.120 0.691 -0.258 -0.009 0.034 0.064
H -20.980 -17.372 -1.710 -0.243 -0.343 0.156 0.096
H -20.307 -15.853 -1.423 -0.240 0.430 0.892 0.141
H -21.308 -15.918 -3.654 -0.070 -0.326 0.058 0.118
H -22.281 -14.785 -2.799 0.410 0.229 0.472 0.121
H -22.929 -17.656 -3.230 0.070 -0.519 0.439 0.090
H -23.700 -16.343 -3.887 -0.964 0.386 0.432 0.130
H -25.762 -17.790 -2.869 0.314 0.113 -0.254 0.105
H -25.986 -18.151 -1.230 0.364 0.315 0.431 0.097
H -24.590 -18.873 -2.084 0.010 -0.180 0.031 0.067
H -25.748 -15.544 -2.417 0.021 0.026 -0.102 0.125
H -24.534 -14.606 -1.606 0.314 -0.316 -0.013 0.106
H -25.660 -15.589 -0.683 -0.021 0.026 0.096 0.121
H -21.490 -14.350 0.648 0.369 -0.531 -0.241 0.120
H -23.092 -14.814 1.113 -0.074 -0.265 0.033 0.107
H -22.808 -14.206 -0.496 0.189 -0.254 -0.115 0.081
C -20.164 -22.686 -8.984 1.380 -0.182 -0.459 -0.033
C -21.179 -21.710 -8.498 -1.686 -0.369 0.811 -0.397
C -22.066 -22.446 -7.373 0.101 1.136 -0.183 -0.099
C -23.011 -21.522 -6.598 0.876 0.256 -0.056 -0.168
C -22.134 -20.493 -5.954 0.279 0.225 1.291 -0.143
C -21.236 -19.626 -6.835 -0.858 1.985 0.255 -0.442
N -20.508 -20.444 -7.847 7.401 -1.354 -1.515 0.152
O -19.141 -20.317 -8.096 -9.354 -0.332 1.859 0.212
C -20.267 -18.865 -5.973 1.368 0.203 0.419 -0.014
C -22.126 -18.556 -7.548 -0.392 -0.321 -2.185 0.030
C -22.107 -21.253 -9.645 0.015 0.992 0.804 0.028
H -19.614 -22.348 -9.862 -0.007 0.252 0.031 0.119
H -20.610 -23.628 -9.305 -0.449 0.149 0.139 0.102
H -19.414 -22.926 -8.230 0.024 0.052 0.144 0.094
H -21.370 -22.857 -6.642 0.044 -0.294 -0.012 0.096
H -22.620 -23.252 -7.855 0.302 -0.054 -0.292 0.097
H -23.475 -22.025 -5.749 -0.135 -0.350 -0.231 0.092
H -23.775 -21.012 -7.184 -0.075 -0.338 -0.253 0.124
H -21.524 -20.916 -5.155 0.407 -0.674 -0.210 0.110
H -22.720 -19.834 -5.315 -0.188 0.581 -0.488 0.139
H -20.683 -18.265 -5.163 -0.870 -0.237 -0.230 0.100
H -19.683 -18.133 -6.530 0.189 -0.303 -0.202 0.118
H -19.613 -19.568 -5.457 0.384 0.000 -0.171 0.092
H -22.958 -18.957 -8.127 -0.088 -0.598 0.246 0.077
H -21.573 -18.083 -8.360 0.366 0.424 0.360 0.117
H -22.619 -17.795 -6.944 0.760 -0.194 0.665 0.116
H -22.975 -20.720 -9.256 0.170 0.256 0.018 0.073
H -22.563 -22.084 -10.182 0.747 -0.159 -0.202 0.115
H -21.512 -20.562 -10.242 -0.394 -0.275 -0.637 0.122
C -24.216 -21.720 0.765 0.538 -0.122 0.369 0.029
N -25.184 -22.802 0.487 0.025 -1.793 -0.499 -0.062
C -24.715 -24.006 0.036 -1.401 0.308 0.437 0.024
C -25.628 -25.057 -0.210 2.229 0.127 0.506 0.026
C -26.960 -24.907 0.058 -0.317 -1.408 -0.135 -0.158
C -27.370 -23.697 0.490 -1.998 1.721 0.471 0.044
C -26.510 -22.656 0.722 1.554 0.692 -0.030 0.058
C -27.860 -26.106 0.103 -1.267 -1.012 1.576 -0.098
C -27.888 -27.123 -0.856 1.436 0.902 1.065 0.022
C -28.526 -28.311 -0.603 -0.435 -0.010 -0.474 0.020
N -29.184 -28.542 0.540 0.616 0.441 1.054 -0.057
C -29.203 -27.618 1.548 0.378 0.600 -2.364 0.081
C -28.609 -26.372 1.303 0.355 -0.269 -0.229 0.091
C -29.785 -29.849 0.874 -0.243 -0.219 0.489 0.070
H -24.178 -21.534 1.839 -0.759 0.414 -0.117 0.104
H -24.426 -20.866 0.120 0.067 0.081 0.323 0.108
H -23.197 -22.060 0.581 -0.231 -0.105 -0.637 0.081
H -23.635 -24.005 0.044 0.028 -0.604 -0.480 0.133
H -25.320 -26.081 -0.363 0.665 0.101 -0.360 0.124
H -28.434 -23.578 0.632 -0.085 0.439 0.403 0.159
H -26.688 -21.674 1.136 -0.946 -0.022 -0.007 0.168
H -27.139 -27.081 -1.633 -0.527 -0.007 -0.654 0.119
H -28.494 -29.040 -1.399 -0.286 -0.591 0.423 0.163
H -29.747 -27.942 2.423 0.146 0.473 0.266 0.162
H -28.664 -25.687 2.136 0.149 0.309 -0.073 0.140
H -30.659 -29.978 0.236 0.177 -0.464 0.073 0.136
H -30.066 -29.789 1.926 -0.433 -0.030 -0.237 0.111
H -29.036 -30.641 0.881 -0.080 0.002 -0.741 0.130
C -25.948 -21.828 -3.082 -0.475 -0.013 -0.546 0.049
N -25.630 -22.855 -4.104 1.593 -0.567 0.095 -0.060
C -25.976 -22.642 -5.393 -0.303 -2.520 0.313 0.059
C -25.641 -23.650 -6.339 -0.236 1.088 0.480 0.076
C -24.959 -24.793 -5.954 -0.719 0.482 -0.257 -0.148
C -24.523 -24.885 -4.649 0.466 -0.204 0.930 0.021
C -24.830 -23.916 -3.736 -0.997 1.030 -0.555 0.022
C -24.847 -25.909 -6.901 0.421 -1.499 0.330 -0.129
C -24.535 -25.664 -8.235 -0.678 0.523 1.070 0.024
C -24.536 -26.713 -9.083 0.459 -1.501 -0.713 0.050
N -24.791 -27.996 -8.668 0.709 1.739 -0.489 -0.056
C -24.973 -28.276 -7.386 -0.462 0.140 0.624 0.034
C -25.027 -27.248 -6.457 -0.338 1.807 -0.652 0.066
C -24.800 -29.011 -9.710 -0.729 -1.212 -0.360 0.063
H -26.097 -20.922 -3.669 -0.020 0.203 0.593 0.109
H -25.128 -21.726 -2.371 0.169 0.043 -0.242 0.080
H -26.878 -22.121 -2.595 -0.008 0.123 0.035 0.115
H -26.747 -21.894 -5.505 0.354 0.467 -0.635 0.167
H -25.915 -23.575 -7.381 -0.488 0.385 0.082 0.144
H -23.919 -25.715 -4.313 -0.013 -0.157 -0.050 0.110
H -24.529 -23.955 -2.700 0.074 0.188 -0.069 0.114
H -24.413 -24.640 -8.553 0.294 -0.148 -0.424 0.127
H -24.214 -26.633 -10.111 -0.406 0.097 -0.220 0.166
H -25.123 -29.309 -7.107 -0.100 -0.123 -0.119 0.166
H -25.419 -27.376 -5.459 0.362 -0.528 0.100 0.131
H -25.776 -29.060 -10.194 -0.150 0.539 -0.107 0.140
H -24.760 -29.991 -9.234 0.779 -0.004 -0.220 0.124
H -24.050 -28.767 -10.462 0.089 -0.478 0.240 0.127
C -21.036 -26.404 -7.385 0.309 -0.107 -0.349 -0.041
C -20.078 -26.409 -6.204 0.097 -1.056 -1.560 -0.175
N -20.708 -26.124 -4.968 -2.754 -0.288 5.011 -0.048
C -20.704 -24.886 -4.365 -0.803 -0.687 1.597 0.007
C -21.256 -25.007 -3.061 0.326 0.292 -2.081 -0.018
N -21.678 -26.295 -2.919 1.038 -2.152 -3.569 -0.113
C -21.366 -27.004 -4.070 1.630 2.637 -0.550 0.074
C -22.247 -26.903 -1.728 0.234 1.139 1.032 0.035
H -21.597 -25.480 -7.524 -0.004 0.068 0.262 0.052
H -21.704 -27.263 -7.320 -0.163 0.083 -0.032 0.079
H -20.420 -26.536 -8.274 -0.104 -0.096 -0.123 0.107
H -19.256 -25.710 -6.358 0.015 -0.126 0.187 0.141
H -19.706 -27.429 -6.113 0.490 0.145 -0.140 0.150
H -20.345 -24.060 -4.961 0.123 0.190 0.564 0.128
H -21.455 -24.310 -2.261 0.156 0.478 -0.306 0.121
H -21.414 -28.071 -4.235 -0.198 0.002 0.217 0.171
H -22.568 -27.942 -1.801 0.242 0.201 -0.411 0.125
H -23.061 -26.245 -1.423 -0.293 -0.304 0.021 0.070
H -21.480 -26.771 -0.965 -0.095 -0.529 0.212 0.112
C -20.139 -20.933 -2.289 -0.297 0.767 -0.433 -0.020
C -21.578 -20.758 -1.878 -1.926 0.444 0.745 -0.775
O -22.424 -21.688 -2.074 0.284 -1.735 -0.942 -0.133
O -21.939 -19.750 -1.259 0.640 1.232 0.391 -0.041
H -19.675 -21.302 -1.374 0.412 -0.608 -0.512 0.059
H -19.626 -20.004 -2.541 -0.284 0.300 0.323 0.087
H -20.122 -21.496 -3.222 0.444 -0.837 0.465 0.055
```
Forces are in eV/Å.


Which formula does entry 2 have? C68H114N10O6


Which of these has the lowest electronic energy? C68H114N10O6


What did the first record say?
DFT (ωB97M-V/def2-TZVPD) results for a structure of composition C2H6SSi.

As for the energy relative to the best compared isomer or geometry (same formula, charge and spin): 2.357 eV. The calculation puts the electronic energy at -20882.2877 eV.

```
10
Properties=species:S:1:pos:R:3:forces:R:3:lowdin_charge:R:1
C 0.502 -0.916 -1.869 0.027 -0.078 -0.557 -0.151
C 0.583 -0.938 -0.562 -2.291 2.628 2.037 -0.196
Si -0.767 0.637 0.716 2.944 -2.386 -1.092 0.396
S 0.688 1.214 2.196 0.160 -0.152 -0.314 0.315
H 1.087 -1.577 -2.498 0.104 -0.104 0.028 0.044
H -0.153 -0.242 -2.401 -0.090 0.110 -0.044 0.032
H 1.215 -1.577 0.025 0.162 -0.185 0.168 0.011
H -1.851 -0.066 1.380 -0.442 -0.078 -0.012 -0.111
H -1.141 1.784 -0.092 -0.290 0.139 -0.374 -0.107
H -0.164 1.680 3.105 -0.284 0.107 0.161 -0.232
```
Forces are in eV/Å.


Which of these has the highest electronic energy? C2H6SSi